# C36H72N2O15S

A cluster of 5 separate species, C36H72N2O15S in total (ωB97M-V with the def2-TZVPD basis set, OMol25).

Each line ends with the Löwdin charge.
Geometry (Å):
C 6.12 -4.50 3.05  -0.0609
N 6.02 -3.01 3.15  -0.1496
C 6.74 -2.34 2.04  -0.0570
C 4.63 -2.67 3.02  -0.4408
O 3.92 -3.08 2.13  0.1133
C 4.06 -1.75 4.08  -0.0250
C 2.98 -0.90 3.46  -0.1350
C 3.28 0.08 2.62  0.0730
C 2.16 0.84 2.02  -0.4065
O 2.25 2.01 1.73  0.0965
C 0.91 0.03 1.79  -0.4547
S -0.06 0.53 0.39  0.8363
C 0.60 -0.97 2.63  -0.1446
C -0.58 -1.86 2.53  -0.1249
C -0.30 -3.34 2.86  -0.2439
N -0.65 -4.18 1.72  0.0032
C 1.56 -1.16 3.77  -0.2922
O 1.21 -1.49 4.89  0.1414
H 6.27 -4.82 2.03  0.0793
H 6.92 -4.82 3.70  0.0808
H 5.21 -4.94 3.42  0.0811
H 7.43 -1.60 2.43  0.0778
H 6.07 -1.82 1.36  0.0809
H 7.32 -3.03 1.44  0.0794
H 3.70 -2.34 4.91  0.1329
H 4.83 -1.09 4.45  0.1289
H 4.29 0.34 2.38  0.1357
H 0.44 -0.27 -0.56  -0.1108
H -0.99 -1.82 1.53  0.0833
H -1.35 -1.48 3.20  0.1247
H -0.97 -3.63 3.66  0.0962
H 0.72 -3.50 3.20  0.1038
H 0.14 -4.35 1.11  0.0650
H -1.06 -5.05 2.01  0.0597
C -3.58 2.67 -1.70  -0.1046
O -4.36 1.51 -1.89  -0.2006
C -3.72 0.33 -1.43  -0.2046
C -4.72 -0.67 -0.92  -0.1805
O -5.28 -0.33 0.34  -0.1270
C -6.24 0.71 0.36  -0.1831
C -7.59 0.32 -0.20  -0.2046
O -7.57 0.30 -1.62  -0.1977
C -8.52 -0.59 -2.17  -0.1159
H -2.69 2.65 -2.34  0.0913
H -4.19 3.53 -1.98  0.0813
H -3.28 2.78 -0.65  0.0901
H -3.00 0.57 -0.64  0.0938
H -3.16 -0.10 -2.28  0.1297
H -4.19 -1.61 -0.76  0.1287
H -5.50 -0.86 -1.66  0.1205
H -5.86 1.61 -0.12  0.1207
H -6.39 0.93 1.42  0.1245
H -8.34 1.06 0.12  0.1283
H -7.88 -0.66 0.19  0.1256
H -8.39 -1.61 -1.77  0.0874
H -8.36 -0.62 -3.24  0.0872
H -9.54 -0.26 -1.97  0.0878
C -6.76 -4.34 4.93  -0.1168
O -5.68 -3.45 4.99  -0.1991
C -6.04 -2.11 4.67  -0.1994
C -5.19 -1.11 5.41  -0.1822
O -5.51 -0.97 6.79  -0.1213
C -5.11 -2.03 7.64  -0.1862
C -3.62 -2.12 7.86  -0.2038
O -2.99 -2.68 6.73  -0.2006
C -1.65 -2.28 6.57  -0.1055
H -7.12 -4.46 3.90  0.0881
H -6.41 -5.31 5.29  0.0869
H -7.58 -4.02 5.57  0.0876
H -7.10 -1.94 4.91  0.1260
H -5.90 -1.97 3.59  0.1268
H -5.39 -0.13 4.97  0.1277
H -4.13 -1.32 5.26  0.1175
H -5.51 -2.99 7.30  0.1199
H -5.58 -1.80 8.61  0.1274
H -3.42 -2.76 8.73  0.1279
H -3.22 -1.12 8.07  0.1277
H -1.55 -1.19 6.57  0.0925
H -1.30 -2.65 5.61  0.0589
H -1.01 -2.71 7.36  0.0938
C -3.93 4.34 -5.20  -0.1131
O -2.56 4.69 -5.19  -0.2004
C -1.89 4.33 -6.38  -0.2044
C -0.76 5.29 -6.69  -0.1848
O -1.18 6.54 -7.20  -0.1249
C -1.75 7.48 -6.30  -0.1835
C -0.77 8.12 -5.36  -0.2063
O -0.41 7.24 -4.30  -0.1976
C 0.87 7.50 -3.78  -0.1150
H -4.05 3.25 -5.20  0.0912
H -4.38 4.75 -4.30  0.0819
H -4.44 4.77 -6.07  0.0883
H -2.58 4.30 -7.23  0.1259
H -1.46 3.32 -6.25  0.1276
H -0.17 4.84 -7.50  0.1272
H -0.10 5.41 -5.83  0.1209
H -2.59 7.04 -5.75  0.1210
H -2.16 8.27 -6.94  0.1272
H -1.23 9.02 -4.92  0.1279
H 0.12 8.43 -5.92  0.1262
H 1.63 7.48 -4.57  0.0871
H 1.10 6.72 -3.06  0.0880
H 0.91 8.47 -3.27  0.0879
C 9.70 -2.88 -5.03  -0.1141
O 8.48 -2.31 -4.62  -0.1965
C 7.74 -3.15 -3.75  -0.2043
C 6.91 -2.35 -2.78  -0.1822
O 7.65 -1.75 -1.73  -0.1360
C 8.45 -0.62 -2.04  -0.1816
C 7.67 0.65 -2.33  -0.2059
O 7.11 0.62 -3.63  -0.1971
C 5.95 1.40 -3.74  -0.1117
H 9.55 -3.76 -5.66  0.0883
H 10.24 -2.12 -5.61  0.0880
H 10.32 -3.15 -4.16  0.0874
H 8.41 -3.81 -3.19  0.1253
H 7.07 -3.78 -4.36  0.1286
H 6.23 -3.04 -2.28  0.1274
H 6.29 -1.61 -3.30  0.1215
H 9.16 -0.84 -2.84  0.1210
H 9.03 -0.44 -1.13  0.1263
H 8.35 1.51 -2.25  0.1289
H 6.88 0.76 -1.57  0.1249
H 5.20 1.10 -3.00  0.0868
H 5.54 1.24 -4.73  0.0881
H 6.17 2.47 -3.62  0.0888

Molar mass = 805.0 Da
Energy = -83018.48296 eV
Frontier orbital gap = 7.95 eV
Highest occupied orbital energy = -9.004 eV